[1]
Formula: C27H53BrN7O2PS
Source: the OMol25 dataset
Level of theory: ωB97M-V/def2-TZVPD

```
! RIJCOSX wB97M-V def2-TZVPD def2/J DEFGRID3
* xyz 0 1
C 1.58 -1.29 1.37
C 1.15 -0.13 0.33
C 1.52 -0.70 -1.16
Br 3.53 -0.72 -1.31
C 0.84 0.18 -2.32
C -0.28 -0.25 -3.28
C -0.91 -1.73 -3.17
C -2.51 -1.69 -2.79
N -2.82 -2.40 -1.52
C -4.28 -2.42 -1.19
C -5.24 -1.59 -2.16
C -2.38 -3.81 -1.52
C -2.59 -4.86 -2.70
O -1.83 -4.22 -0.45
C -0.82 0.75 -4.42
P -2.17 0.11 -5.63
N -1.43 -1.00 -6.81
O -2.80 1.40 -6.57
C -0.23 2.20 -4.54
N -0.70 3.20 -5.55
C 0.92 2.74 -3.57
N 1.50 4.07 -3.64
S 2.66 3.95 -2.36
N 2.44 2.38 -1.72
C 1.40 1.68 -2.50
H 2.30 -0.84 2.16
H 2.15 -2.16 0.88
H 0.69 -1.71 1.96
H 0.02 0.09 0.32
H 1.75 0.83 0.51
H 1.21 -1.80 -1.14
H -0.29 -2.34 -2.43
H -0.80 -2.19 -4.23
H -3.02 -2.18 -3.71
H -2.75 -0.56 -2.73
H -4.50 -2.13 -0.09
H -4.62 -3.53 -1.27
H -6.35 -1.60 -1.82
H -4.92 -0.48 -2.14
H -5.24 -1.93 -3.26
H -2.83 -5.87 -2.19
H -1.54 -5.03 -3.18
H -3.37 -4.56 -3.48
H -0.82 -1.65 -6.30
H -0.91 -0.43 -7.50
H -3.09 1.11 -7.47
H -1.70 3.40 -5.35
H -0.60 2.81 -6.50
C -4.61 5.17 0.99
C -3.16 4.69 0.96
N -3.01 3.25 1.12
C -1.64 2.83 1.40
C -0.59 3.08 0.32
C -3.74 2.42 0.17
C -3.45 2.62 -1.32
H -5.12 4.82 1.89
H -4.64 6.26 0.98
H -5.16 4.82 0.11
H -2.64 5.19 1.79
H -2.68 5.05 0.03
H -1.63 1.77 1.67
H -1.31 3.35 2.32
H -0.70 2.39 -0.51
H 0.41 2.92 0.73
H -0.62 4.10 -0.06
H -4.81 2.57 0.32
H -3.58 1.36 0.41
H -3.43 3.68 -1.60
H -4.22 2.13 -1.92
H -2.50 2.17 -1.61
C 6.56 -0.19 4.05
C 5.42 -0.51 5.01
N 4.81 -1.82 4.78
C 3.54 -2.00 5.48
C 3.56 -1.98 7.00
C 5.71 -2.96 4.83
C 6.53 -3.18 6.10
H 6.24 -0.30 3.01
H 6.89 0.84 4.20
H 7.43 -0.84 4.22
H 4.66 0.26 4.86
H 5.78 -0.40 6.04
H 3.07 -2.93 5.14
H 2.86 -1.21 5.14
H 3.99 -2.90 7.41
H 2.54 -1.91 7.39
H 4.12 -1.13 7.40
H 6.42 -2.88 3.99
H 5.15 -3.88 4.61
H 6.99 -2.26 6.46
H 7.33 -3.89 5.90
H 5.92 -3.60 6.90
*
```

E_LUMO: -1.23 eV
relative energy (zero: lowest compared OMol25 entry of this formula, charge and spin): 156.68 kcal/mol
Kohn-Sham gap: 6.77 eV
HOMO: -8.00 eV
strongest force on any atom: 6.1 eV/A

[2]
Formula: C34H102N15O7P5S2
Source: the OMol25 dataset
Level of theory: ωB97M-V/def2-TZVPD

```
! RIJCOSX wB97M-V def2-TZVPD def2/J DEFGRID3
* xyz 0 1
O 6.50 -3.85 -2.87
P 5.83 -2.54 -2.91
N 5.81 -1.84 -4.42
C 6.84 -2.22 -5.37
C 4.75 -1.01 -4.96
N 6.56 -1.47 -1.86
C 6.14 -0.08 -1.76
C 7.88 -1.78 -1.37
N 4.25 -2.49 -2.45
C 3.25 -3.15 -3.28
C 3.88 -2.26 -1.08
H 6.45 -2.85 -6.18
H 7.60 -2.81 -4.86
H 7.30 -1.31 -5.78
H 4.19 -0.56 -4.15
H 3.97 -1.61 -5.47
H 5.15 -0.34 -5.72
H 6.91 0.62 -2.10
H 5.22 0.12 -2.31
H 5.87 0.11 -0.72
H 7.93 -2.83 -1.07
H 8.70 -1.60 -2.07
H 8.11 -1.29 -0.41
H 3.73 -3.87 -3.95
H 2.57 -3.73 -2.66
H 2.68 -2.44 -3.89
H 2.83 -2.47 -0.88
H 4.21 -1.30 -0.71
H 4.32 -3.02 -0.42
O -2.08 1.49 1.28
P -1.52 0.76 0.13
N -2.38 -0.62 -0.19
C -3.60 -0.92 0.53
C -1.65 -1.79 -0.76
N 0.08 0.37 0.28
C 1.03 0.27 -0.81
C 0.53 -0.08 1.60
N -1.51 1.69 -1.24
C -1.66 3.13 -1.05
C -1.76 1.22 -2.59
H -4.23 -1.56 -0.09
H -4.11 0.03 0.72
H -3.46 -1.37 1.52
H -2.47 -2.44 -1.08
H -1.02 -2.28 -0.02
H -1.09 -1.47 -1.63
H 0.90 -0.67 -1.34
H 0.85 1.11 -1.48
H 2.05 0.43 -0.46
H -0.12 0.36 2.36
H 0.38 -1.17 1.65
H 1.52 0.26 1.90
H -0.66 3.56 -1.03
H -2.21 3.63 -1.86
H -2.21 3.31 -0.13
H -1.98 0.16 -2.61
H -0.89 1.38 -3.24
H -2.60 1.73 -3.06
O 3.66 -5.86 5.08
P 3.06 -4.51 5.13
N 3.64 -3.57 3.89
C 2.92 -2.34 3.54
C 5.08 -3.46 3.69
N 3.32 -3.76 6.57
C 3.10 -4.63 7.73
C 3.54 -2.35 6.84
N 1.42 -4.60 4.91
C 0.49 -3.55 5.28
C 0.89 -5.58 3.96
H 2.02 -2.60 2.97
H 3.53 -1.70 2.91
H 2.53 -1.83 4.42
H 5.55 -4.41 3.96
H 5.53 -2.64 4.27
H 5.29 -3.28 2.64
H 3.40 -4.14 8.66
H 2.07 -4.99 7.80
H 3.77 -5.48 7.66
H 3.47 -2.17 7.91
H 4.58 -2.07 6.60
H 2.91 -1.65 6.30
H 0.08 -3.10 4.38
H -0.23 -3.94 6.01
H 1.02 -2.82 5.90
H 0.75 -5.13 2.97
H -0.04 -6.00 4.36
H 1.58 -6.41 3.93
O -6.16 -1.77 -5.58
P -6.63 -2.99 -4.90
N -7.90 -2.71 -3.87
C -8.88 -1.71 -4.31
C -8.25 -3.44 -2.68
N -5.53 -3.72 -3.90
C -4.55 -4.62 -4.46
C -5.08 -3.05 -2.69
N -7.03 -4.18 -5.98
C -7.65 -5.41 -5.53
C -7.19 -3.86 -7.38
H -9.70 -2.18 -4.88
H -8.38 -0.99 -4.96
H -9.41 -1.37 -3.42
H -8.43 -2.69 -1.89
H -7.44 -4.03 -2.25
H -9.13 -4.07 -2.80
H -4.00 -5.13 -3.66
H -5.01 -5.44 -5.01
H -3.81 -4.11 -5.08
H -5.22 -3.71 -1.83
H -4.07 -2.67 -2.86
H -5.70 -2.18 -2.49
H -8.35 -5.24 -4.70
H -8.21 -5.90 -6.32
H -6.91 -6.14 -5.19
H -6.92 -4.69 -8.04
H -6.53 -3.05 -7.69
H -8.21 -3.57 -7.65
O 2.54 7.31 2.00
P 1.26 6.62 2.20
N 1.40 4.99 1.92
C 2.64 4.28 2.14
C 0.26 4.19 1.53
N 0.04 7.18 1.22
C 0.36 7.22 -0.21
C -1.21 7.74 1.71
N 0.69 6.73 3.76
C 0.82 8.01 4.41
C -0.26 5.80 4.35
H 2.89 4.27 3.21
H 3.49 4.78 1.69
H 2.56 3.24 1.84
H 0.53 3.74 0.57
H -0.63 4.77 1.27
H -0.08 3.47 2.29
H 1.28 7.80 -0.31
H 0.63 6.21 -0.51
H -0.42 7.67 -0.82
H -1.07 8.62 2.34
H -1.80 8.06 0.85
H -1.77 6.99 2.27
H -0.15 8.53 4.54
H 1.21 7.91 5.43
H 1.41 8.74 3.87
H 0.09 4.77 4.24
H -1.26 5.98 3.96
H -0.28 5.95 5.43
C 1.37 4.11 -3.75
S 1.73 4.12 -1.99
O 2.65 3.00 -1.69
C 2.78 5.57 -1.93
H 0.94 3.18 -4.11
H 2.29 4.36 -4.30
H 0.77 5.00 -3.98
H 2.77 6.00 -0.93
H 2.33 6.34 -2.57
H 3.78 5.32 -2.29
C -4.95 2.64 3.17
S -4.21 3.65 4.48
O -4.90 3.29 5.74
C -2.60 2.82 4.57
H -4.18 2.22 2.52
H -5.65 3.25 2.61
H -5.50 1.83 3.64
H -2.21 2.84 3.55
H -2.62 1.82 4.97
H -2.02 3.54 5.16
*
```

E_LUMO: 0.14 eV
relative energy (zero: lowest compared OMol25 entry of this formula, charge and spin): 31.31 kcal/mol
Kohn-Sham gap: 8.55 eV
HOMO: -8.41 eV
strongest force on any atom: 1.9 eV/A

[3]
Formula: C45H49BaN5O7P2S2Si2
Source: the OMol25 dataset
Level of theory: ωB97M-V/def2-TZVPD

```
! RIJCOSX wB97M-V def2-TZVPD def2/J DEFGRID3
* xyz -2 1
Ba 1.82 -0.20 -1.52
O 3.90 3.08 -1.29
C 2.61 2.80 -1.21
O 2.08 1.98 -1.94
C 1.87 3.40 -0.08
C 2.27 4.49 0.69
C 1.57 4.74 1.86
C 0.54 3.90 2.25
C 0.18 2.86 1.39
N 0.80 2.68 0.24
C 0.25 0.29 1.29
O -0.20 -1.01 1.46
O 1.52 0.32 0.68
H 4.34 2.30 -1.74
H 3.09 5.11 0.38
H 1.84 5.59 2.48
H 0.01 4.05 3.18
H -0.66 -1.19 0.60
C -1.03 -3.48 -3.30
Si -1.29 -2.74 -1.55
C -3.09 -3.15 -0.98
C -0.16 -3.83 -0.46
N -0.82 -1.12 -1.31
P -1.61 0.29 -1.53
C -1.91 1.54 -0.41
P -1.23 1.68 1.11
N 1.36 0.67 2.06
Si 2.43 0.16 3.31
C 2.09 1.44 4.70
C 2.29 -1.60 4.09
C 4.17 0.47 2.60
C -2.36 3.18 1.56
C -3.13 3.41 2.69
C -3.74 4.63 2.93
C -3.61 5.66 2.02
C -2.85 5.46 0.87
C -2.24 4.24 0.66
C -1.91 0.74 2.57
C -3.02 -0.05 2.30
C -3.61 -0.81 3.29
C -3.11 -0.77 4.58
C -2.03 0.05 4.87
C -1.44 0.81 3.87
C -0.99 1.05 -3.08
C -1.30 2.39 -3.31
C -0.92 3.00 -4.48
C -0.25 2.28 -5.46
C 0.07 0.95 -5.24
C -0.31 0.34 -4.06
C -3.31 -0.02 -2.19
C -4.40 0.54 -1.54
C -5.69 0.30 -1.98
C -5.91 -0.50 -3.09
C -4.82 -1.03 -3.77
C -3.53 -0.78 -3.33
H -1.11 -4.57 -3.27
H -0.02 -3.24 -3.64
H -1.72 -3.12 -4.06
H -3.26 -4.23 -0.96
H -3.83 -2.70 -1.62
H -3.25 -2.78 0.03
H -0.43 -4.88 -0.53
H -0.19 -3.54 0.58
H 0.86 -3.73 -0.81
H 1.12 1.29 5.16
H 2.11 2.44 4.29
H 2.83 1.38 5.49
H 1.32 -2.02 3.87
H 2.40 -1.58 5.17
H 3.05 -2.28 3.69
H 4.27 1.51 2.33
H 4.34 -0.11 1.69
H 4.95 0.23 3.32
H -3.27 2.62 3.42
H -4.33 4.77 3.83
H -4.09 6.62 2.20
H -2.76 6.25 0.14
H -1.64 4.08 -0.23
H -3.39 -0.07 1.28
H -4.47 -1.43 3.07
H -3.56 -1.37 5.36
H -1.65 0.09 5.89
H -0.61 1.45 4.08
H -1.83 2.92 -2.53
H -1.15 4.05 -4.64
H 0.04 2.76 -6.39
H 0.61 0.39 -5.99
H -0.07 -0.70 -3.89
H -4.21 1.17 -0.67
H -6.53 0.75 -1.47
H -6.91 -0.70 -3.43
H -4.99 -1.65 -4.64
H -2.69 -1.18 -3.86
N 2.81 -4.04 1.37
C 2.54 -2.77 0.97
N 3.15 -2.43 -0.12
C 3.87 -3.53 -0.52
C 4.67 -3.75 -1.63
C 5.25 -5.00 -1.76
C 5.06 -6.01 -0.80
C 4.27 -5.81 0.31
C 3.66 -4.57 0.43
H 2.39 -4.52 2.14
H 1.86 -2.14 1.51
H 4.79 -2.99 -2.38
H 5.87 -5.22 -2.62
H 5.55 -6.97 -0.94
H 4.11 -6.59 1.05
O 3.41 0.35 -4.43
S 3.88 -0.69 -3.53
O 2.74 -1.47 -2.98
O 4.88 -1.57 -4.12
S 4.74 0.22 -1.94
*
```

E_LUMO: 3.89 eV
Kohn-Sham gap: 5.48 eV
HOMO: -1.59 eV
strongest force on any atom: 4.5 eV/A

[4]
Formula: C5H7NO
Source: the OMol25 dataset
Level of theory: ωB97M-V/def2-TZVPD

```
! RIJCOSX wB97M-V def2-TZVPD def2/J DEFGRID3
* xyz 0 1
C 0.47 1.84 0.29
C 0.02 0.41 0.28
N 0.60 -0.53 1.25
C 0.77 -0.82 -0.15
C -0.47 -1.46 -0.77
C -1.25 -0.23 -0.26
O -2.39 0.11 -0.39
H 0.23 2.33 -0.66
H 1.55 1.85 0.42
H 0.01 2.41 1.10
H -0.09 -1.12 1.72
H 1.78 -0.86 -0.54
H -0.75 -2.48 -0.48
H -0.47 -1.38 -1.87
*
```

E_LUMO: 0.97 eV
relative energy (zero: lowest compared OMol25 entry of this formula, charge and spin): 45.48 kcal/mol
Kohn-Sham gap: 10.46 eV
SMILES: C[C@]12N[C@H]1CC2=O
HOMO: -9.48 eV
strongest force on any atom: 0.6 eV/A

| no. | molecular weight (Da) |
| --- | --- |
| 1 | 650.71 |
| 2 | 1052.29 |
| 3 | 1091.50 |
| 4 | 97.12 |